The following is a DFT calculation (ωB97M-V/def2-TZVPD) of a molecular structure, C3H4N4.

CARTESIAN COORDINATES (ANGSTROEM)
H1 -3.37 -0.11 0.68
N1 -0.24 -0.18 -0.20
H2 -2.14 1.28 0.42
C1 1.73 -0.44 0.08
H3 -0.10 2.14 -0.57
N2 1.63 0.84 0.12
C2 -2.37 0.25 0.19
N3 -1.49 -0.56 -0.24
H4 2.71 -0.91 0.25
N4 0.67 -1.17 0.05
C3 0.46 1.04 -0.09

The HOMO energy is -9.7 eV. The value obtained for the energy above the lowest of the compared OMol25 structures with the same formula, charge and spin is 111.3 kcal/mol. For the HOMO-LUMO gap, the calculation gives 9.7 eV. The charge is 0.

Atomic partial charges in e from the natural (NBO) method, atoms 1 to 6: 0.20 -0.10 0.15 0.14 0.21 -0.49

---

The following is a DFT calculation (ωB97M-V/def2-TZVPD) of a molecular structure, C41H55N8SSi4TeTi.

CARTESIAN COORDINATES (ANGSTROEM)
C1 1.58 -6.86 -1.95
C2 -0.03 -7.84 1.35
H1 3.15 -4.17 -3.04
C3 0.97 -5.65 3.15
C4 -0.56 3.04 -0.80
H2 2.52 -7.22 -2.38
H3 2.69 1.76 4.63
C5 -0.82 0.12 5.02
C6 2.25 -0.79 -5.40
C7 2.58 4.70 2.03
C8 3.18 -0.88 -0.11
H4 -0.93 -5.74 -3.52
H5 -2.06 -6.40 3.54
H6 -1.16 -3.98 -3.53
H7 2.22 5.71 2.22
H8 -0.20 -8.49 2.21
S1 -0.24 -1.52 -2.47
C9 5.34 -2.47 0.55
H9 2.07 0.24 -5.74
C10 3.48 2.13 1.55
C11 3.27 -1.42 1.16
H10 3.18 -6.20 0.63
C12 3.86 4.51 1.50
H11 -0.40 0.11 7.12
N1 1.90 -0.96 -4.00
H12 -5.67 -0.20 -0.39
H13 3.85 1.13 1.39
C13 -0.41 3.85 -1.92
C14 1.22 0.97 6.00
C15 1.37 2.47 -2.71
C16 -0.03 0.38 6.14
C17 1.71 1.30 4.74
Ti1 0.12 0.35 0.93
N2 0.18 -1.73 -5.12
C18 4.36 -2.20 1.49
H14 -2.54 -5.07 -3.79
C19 4.16 -1.13 -1.06
C20 0.94 1.03 3.61
H15 2.15 2.23 -3.43
C21 0.62 -1.39 -3.87
H16 -4.82 -0.30 1.94
H17 1.82 1.18 6.88
H18 0.65 4.20 -3.76
C22 -3.36 -3.83 -0.93
C23 1.77 3.62 2.29
H19 6.19 -3.10 0.80
H20 1.40 -3.99 -3.30
H21 0.77 3.76 2.69
C24 1.21 1.68 -1.58
H22 -1.05 4.72 -2.04
N3 -1.89 0.37 0.36
C25 1.28 -1.77 -6.06
H23 2.50 -1.20 1.90
H24 4.09 -0.69 -2.04
C26 5.24 -1.94 -0.73
C27 -2.01 -5.85 2.59
H25 2.23 -2.93 -2.18
H26 -1.68 0.66 -1.69
C28 -2.53 -6.77 -1.14
H27 4.24 -5.37 -0.52
N4 -0.98 0.32 2.55
H28 2.30 -0.39 -3.26
N5 2.09 0.02 -0.36
H29 4.49 5.36 1.28
H30 -2.80 -6.22 1.94
C29 -2.39 0.44 -0.91
H31 3.30 -1.04 -5.59
C30 -4.62 -0.04 -0.17
C31 2.20 2.32 2.05
H32 -3.05 -2.78 -1.00
Si1 -0.09 -4.54 0.01
Si2 -1.95 -4.98 -1.38
N6 2.18 0.67 -1.41
H33 -4.23 -3.98 -1.58
H34 -1.73 -7.47 -1.39
H35 -4.02 0.30 -2.25
H36 0.84 -6.83 -2.74
C32 -1.61 -4.93 -3.24
H37 1.99 -5.78 2.77
H38 -0.60 -2.37 -5.18
C33 0.24 1.91 -0.60
H39 1.25 -7.60 -1.21
H40 5.30 3.05 0.87
Si3 -0.30 -6.03 1.82
Si4 1.82 -5.16 -1.16
C34 3.29 -5.30 0.01
Te1 -0.28 -2.45 1.37
H41 -2.20 -4.80 2.80
H42 -1.34 3.27 -0.09
C35 -4.17 -0.10 1.10
H43 -1.80 -0.33 5.11
H44 -2.84 -6.98 -0.11
H45 -3.66 -4.00 0.10
C36 -3.70 0.24 -1.22
C37 4.30 3.22 1.27
H46 0.88 -4.62 3.50
C38 2.20 -3.95 -2.56
N7 1.31 1.24 2.29
C39 0.54 3.57 -2.89
H47 -0.69 -8.17 0.55
C40 -2.78 0.11 1.38
C41 -0.34 0.46 3.76
H48 6.00 -2.15 -1.47
H49 0.98 -1.45 -7.06
N8 -2.32 0.07 2.60
H50 0.84 -6.32 4.01
H51 1.72 -2.77 -6.12
H52 4.44 -2.62 2.49
H53 -3.38 -6.98 -1.79
H54 1.00 -8.00 1.02
H55 3.33 -4.44 0.68

The HOMO energy (alpha / beta) is -3.6 / -3.6 eV. The value obtained for the energy above the lowest of the compared OMol25 structures with the same formula, charge and spin is 2.3 kcal/mol. For the HOMO-LUMO gap (alpha / beta), the calculation gives 5.0 / 5.0 eV. The charge is -1.

Atomic partial charges in e from the Mulliken method, atoms 1 to 6: -1.03 -1.13 0.54 -1.01 0.29 0.39

---

The following is a DFT calculation (ωB97M-V/def2-TZVPD) of a molecular structure, C21H30F5NOP2PbS.

CARTESIAN COORDINATES (ANGSTROEM)
C1 -2.15 1.80 1.63
C2 2.54 0.26 -3.64
H1 -4.30 1.69 -0.43
H2 1.65 -1.87 1.11
H3 -1.57 -1.89 -4.34
H4 3.23 -2.50 -1.02
H5 -1.75 2.70 1.16
F1 -0.58 -2.81 3.56
H6 1.89 1.45 3.59
H7 3.51 0.16 -4.14
F2 0.16 -0.71 7.78
H8 2.24 1.32 -3.66
C3 -1.30 0.23 -3.79
P1 -2.41 0.54 0.39
H9 2.39 -1.96 2.72
C4 -0.66 0.67 4.51
H10 4.13 -2.17 -2.51
C5 2.31 0.47 3.41
H11 3.70 1.68 -1.24
N1 -0.90 -0.01 -2.56
H12 1.79 -0.32 -4.21
C6 -0.17 -0.63 6.47
F3 0.10 -2.97 6.22
H13 -4.41 -0.36 1.30
H14 -0.47 -1.60 0.19
C7 2.15 0.03 2.00
H15 -1.91 2.77 -6.07
C8 -0.77 -0.45 3.72
P2 2.55 -0.35 -1.91
C9 -2.26 0.69 -6.47
Pb1 0.17 1.30 -0.99
F4 -0.63 1.95 4.00
H16 -2.97 -1.33 1.83
S1 -0.58 -0.82 1.30
C10 -1.85 1.76 -5.67
C11 -0.55 -1.68 4.31
H17 3.37 -1.54 1.25
C12 -0.23 -1.77 5.68
H18 3.96 0.36 -0.08
C13 -1.36 1.56 -4.39
C14 3.91 0.60 -1.15
C15 2.40 -1.42 1.76
H19 -3.62 -1.49 0.15
C16 -0.41 0.61 5.89
C17 3.16 -2.07 -2.02
H20 2.43 -2.67 -2.59
C18 -2.16 -0.61 -5.96
H21 3.38 0.48 3.64
H22 1.85 -0.25 4.08
H23 4.89 0.40 -1.59
F5 -0.33 1.74 6.62
C19 -3.34 1.43 -0.91
H24 -2.47 -1.44 -6.58
C20 -1.68 -0.85 -4.69
C21 -3.46 -0.80 0.99
O1 1.94 0.84 1.09
H25 -1.48 1.46 2.42
H26 -3.14 1.99 2.05
H27 -2.67 0.88 -7.46
H28 -0.99 2.43 -3.81
H29 -3.48 0.76 -1.77
H30 -2.79 2.34 -1.20

The HOMO energy (alpha / beta) is -6.5 / -6.7 eV. The value obtained for the energy above the lowest of the compared OMol25 structures with the same formula, charge and spin is 0.0 kcal/mol. For the HOMO-LUMO gap (alpha / beta), the calculation gives 5.6 / 5.6 eV. The charge is 0.

Atomic partial charges in e from the natural (NBO) method, atoms 1 to 6: -1.01 -0.95 0.23 0.26 0.21 0.25

---

The following is a DFT calculation (ωB97M-V/def2-TZVPD) of a single C2H4N2O2 molecule.

CARTESIAN COORDINATES (ANGSTROEM)
C1 -0.33 -0.38 1.21
C2 0.12 0.71 -0.95
O1 -0.96 -0.17 -0.98
H1 1.42 0.28 1.60
H2 0.25 1.08 -2.04
O2 1.31 0.12 -0.53
H3 0.01 1.61 -0.31
N1 0.98 -0.22 0.84
H4 -0.56 -0.41 2.33
N2 -1.36 -0.37 0.44

The HOMO energy is -9.5 eV. The value obtained for the energy above the lowest of the compared OMol25 structures with the same formula, charge and spin is 129.5 kcal/mol. For the HOMO-LUMO gap, the calculation gives 10.2 eV. The charge is 0.

Atomic partial charges in e from the natural (NBO) method, atoms 1 to 6: 0.15 0.17 -0.38 0.38 0.19 -0.33

---

The following is a DFT calculation (ωB97M-V/def2-TZVPD) of a single C4H7NO molecule.

CARTESIAN COORDINATES (ANGSTROEM)
H1 -1.96 -1.35 -0.83
O1 -0.15 -1.10 0.16
H2 2.47 -0.66 0.86
N1 -0.09 1.10 -0.08
C1 2.09 -0.12 -0.01
H3 -0.41 1.56 -1.03
C2 0.61 0.01 0.04
C3 -1.55 -0.74 -0.02
C4 -1.49 0.76 -0.32
H4 -2.18 1.43 0.18
H5 2.40 -0.69 -0.90
H6 -2.09 -1.02 0.91
H7 2.55 0.87 -0.05

The HOMO energy (alpha / beta) is -6.7 / -6.7 eV. The value obtained for the energy above the lowest of the compared OMol25 structures with the same formula, charge and spin is 104.3 kcal/mol. For the HOMO-LUMO gap (alpha / beta), the calculation gives 7.7 / 7.7 eV. The charge is 0.

Atomic partial charges in e from the natural (NBO) method, atoms 1 to 6: 0.18 -0.47 0.24 -0.60 -0.67 0.46

---

The following is a DFT calculation (ωB97M-V/def2-TZVPD) of a molecular structure, C8H26AlBBeBrCaCl3F6IN3O6SSi2.

CARTESIAN COORDINATES (ANGSTROEM)
H1 1.83 -2.85 -5.66
H2 -4.35 5.04 1.97
H3 3.89 -3.46 -1.35
H4 8.48 -0.93 -1.40
H5 -0.92 -0.02 2.12
Cl1 2.97 2.60 -3.40
H6 6.63 -3.08 -3.79
H7 7.17 0.63 -2.72
H8 -1.36 5.93 2.04
Br1 0.21 -3.86 -0.63
C1 -2.28 -1.41 5.51
H9 -3.16 4.90 0.63
C2 2.15 -2.65 -4.65
H10 -2.78 0.55 5.95
C3 -1.41 0.93 -0.27
C4 -1.72 5.48 2.97
B1 3.87 -2.95 -3.17
H11 0.32 -1.31 2.20
Al1 -4.90 -0.50 -1.31
Be1 0.12 -1.92 -3.46
Ca1 -0.41 0.28 5.15
H12 -1.66 1.36 -1.23
F1 -4.01 0.83 -0.69
Cl2 1.43 0.17 -3.00
H13 1.27 -2.93 -3.95
F2 -6.54 -0.18 -1.10
N1 -0.86 -1.34 0.51
O1 -1.27 -1.09 -1.60
O2 -2.93 -1.48 4.49
H14 2.43 -1.61 -4.51
Cl3 0.66 2.65 -1.68
F3 -4.47 -1.87 -0.43
O3 6.05 -1.52 -1.78
F4 -1.47 -1.51 -4.74
H15 -2.49 6.10 3.42
C5 -1.18 -0.53 -0.45
Si1 5.68 -2.05 -3.31
H16 -1.68 -0.15 7.13
H17 5.62 -0.93 -4.29
N2 -2.23 -0.24 6.28
C6 -0.71 -1.06 1.90
H18 -0.96 -2.37 6.82
F5 -4.58 -0.67 -2.94
C7 -3.64 4.38 1.47
H19 -4.16 3.50 1.10
I1 6.56 0.90 0.44
N3 -1.51 -2.43 5.98
H20 -0.51 1.39 0.12
H21 -2.24 1.10 0.41
H22 0.74 2.22 -3.98
S1 -2.39 3.85 2.64
Si2 7.16 -0.31 -1.59
H23 -1.52 -3.28 5.45
H24 -1.41 -1.70 2.45
O4 -1.36 3.09 1.88
O5 3.19 -3.48 -4.27
H25 -0.89 5.37 3.67
O6 3.26 -3.06 -1.96
F6 -2.40 -2.18 -2.33
H26 -0.68 -2.34 0.08
C8 1.36 1.98 -3.13

The HOMO energy is -5.7 eV. For the HOMO-LUMO gap, the calculation gives 2.0 eV. The charge is 0.

Atomic partial charges in e from the natural (NBO) method, atoms 1 to 6: 0.25 0.23 0.52 -0.18 0.22 0.07

---

The following is a DFT calculation (ωB97M-V/def2-TZVPD) of a molecular structure, C22H23CaClN2O4.

CARTESIAN COORDINATES (ANGSTROEM)
H1 -4.92 0.45 1.22
C1 -5.31 -3.86 -0.62
H2 4.38 -1.16 -1.07
H3 -3.27 -1.82 1.91
H4 -5.14 -2.17 -1.90
H5 -2.82 -0.92 -2.28
H6 -4.46 -0.27 -2.41
C2 6.00 0.84 -1.13
H7 6.43 -0.15 -1.01
H8 -2.53 0.27 1.34
C3 -2.33 -0.11 0.32
C4 4.06 2.21 -1.39
O1 0.38 2.54 -0.18
Ca1 -0.03 0.22 -0.15
H9 -0.84 -0.35 3.28
N1 0.80 -0.31 1.94
H10 3.26 -0.39 -2.18
H11 -4.43 1.61 -0.03
C5 4.87 3.34 -1.45
H12 7.89 1.84 -1.13
H13 -5.71 0.42 -0.36
O2 -1.31 2.81 -1.82
C6 -3.51 -0.19 -1.87
C7 3.05 -0.20 1.02
H14 -5.87 -4.44 -1.35
C8 -4.29 -3.66 1.53
C9 4.62 0.95 -1.22
N2 2.67 -0.31 -0.19
H15 2.98 2.31 -1.49
C10 6.25 3.21 -1.35
H16 4.11 -0.06 1.27
C11 -3.67 -0.39 -0.35
C12 -5.02 -4.42 0.62
O3 0.56 1.41 -2.23
C13 2.15 -0.20 2.15
C14 -4.15 -1.82 -0.03
C15 1.20 -0.16 4.17
C16 6.81 1.96 -1.20
C17 -3.86 -2.39 1.21
H17 6.88 4.09 -1.40
H18 4.41 4.31 -1.58
O4 0.84 3.78 -2.16
H19 -3.10 0.80 -2.05
C18 3.74 -0.28 -1.20
H20 3.43 -0.02 3.93
H21 -4.05 -4.08 2.50
C19 0.23 -0.28 3.17
C20 -4.89 -2.58 -0.93
H22 1.03 -0.12 5.24
C21 -4.76 0.58 0.15
H23 -5.33 -5.42 0.86
C22 2.44 -0.11 3.50
Cl1 0.11 2.68 -1.63

The HOMO energy (alpha / beta) is 3.0 / -2.2 eV. The value obtained for the energy above the lowest of the compared OMol25 structures with the same formula, charge and spin is 40.6 kcal/mol. For the HOMO-LUMO gap (alpha / beta), the calculation gives 1.3 / 6.4 eV. The charge is -2.

Atomic partial charges in e from the natural (NBO) method, atoms 1 to 6: 0.20 -0.23 0.18 0.22 0.20 0.20

---

The following is a DFT calculation (ωB97M-V/def2-TZVPD) of a molecular structure, C14H18IrN2O5.

CARTESIAN COORDINATES (ANGSTROEM)
O1 -2.67 -4.57 0.73
O2 -0.61 -1.73 1.88
C1 -1.85 -3.89 0.18
O3 0.82 -2.56 -0.61
N1 -0.88 0.90 -0.37
O4 -0.63 -3.45 3.35
H1 -0.46 -5.49 0.19
H2 -2.35 4.57 0.72
C2 2.56 -3.98 -0.06
C3 -0.40 -2.86 2.33
N2 -1.09 3.33 -0.38
O5 -2.04 -2.77 -0.45
C4 -0.99 2.05 -0.37
H3 1.15 4.64 -1.27
C5 -0.36 -4.41 0.15
C6 0.19 5.15 -1.40
H4 0.27 5.76 -2.30
H5 0.68 6.73 -0.02
C7 -0.28 5.14 1.07
H6 2.92 -4.71 0.66
H7 -1.85 4.59 -1.85
C8 -0.90 4.11 -1.62
C9 1.75 -4.59 -1.22
C10 0.40 -3.88 -1.08
C11 -1.37 4.09 0.85
H8 -1.43 3.39 1.68
H9 -0.66 3.41 -2.42
H10 2.20 -4.36 -2.18
H11 -0.55 5.75 1.93
Ir1 -0.88 -1.10 -0.25
H12 0.66 4.64 1.31
C12 -0.12 6.01 -0.18
C13 1.54 -3.01 0.56
H13 -1.03 6.58 -0.35
H14 -0.19 -3.77 -1.98
C14 0.50 -3.86 1.29
H15 0.91 -4.60 1.96
H16 3.42 -3.41 -0.43
H17 1.94 -2.16 1.10
H18 1.64 -5.67 -1.15

The multiplicity is 5. The HOMO energy (alpha / beta) is -12.2 / -12.4 eV. The value obtained for the energy above the lowest of the compared OMol25 structures with the same formula, charge and spin is 8.3 kcal/mol. For the HOMO-LUMO gap (alpha / beta), the calculation gives 9.7 / 5.7 eV. The charge is +1.

Atomic partial charges in e from the natural (NBO) method, atoms 1 to 6: -0.53 -0.65 0.79 -0.56 -0.61 -0.32

---

The following is a DFT calculation (ωB97M-V/def2-TZVPD) of a molecular structure, C32H49AsBrFeNOSi3.

CARTESIAN COORDINATES (ANGSTROEM)
H1 1.16 -2.97 0.55
C1 -0.43 4.79 -0.71
C2 -0.83 -1.96 -0.64
C3 0.55 3.42 -3.22
C4 3.99 -0.98 0.22
C5 3.54 -4.15 0.89
Fe1 0.15 -0.25 -0.65
Si1 0.46 3.24 -1.33
H2 -4.83 -7.10 -0.25
H3 0.09 5.71 -1.01
H4 -3.15 3.12 -1.71
H5 5.72 -5.78 2.91
C6 3.13 -3.61 3.18
H6 -2.67 3.38 1.12
C7 -4.16 -6.25 -0.31
Si2 -1.83 0.99 -1.83
N1 1.62 -0.97 -2.09
C8 2.16 0.23 -2.40
H7 0.05 2.41 3.24
H8 2.98 3.17 -1.43
H9 -2.91 -0.34 0.04
H10 4.48 -0.02 0.09
C9 1.68 -2.56 1.41
C10 -3.80 -3.87 -0.18
H11 -1.19 -1.06 -3.12
H12 -4.11 0.65 -0.81
H13 -3.38 1.77 1.15
C11 -2.80 2.48 -2.52
H14 0.41 2.46 -3.73
C12 2.44 -0.32 -4.70
C13 -4.65 -4.96 -0.11
H15 -1.44 4.84 -1.14
C14 -0.45 1.72 -0.77
H16 -0.43 0.37 -3.84
H17 -0.53 4.80 0.38
C15 2.24 3.24 -0.64
H18 3.95 -1.49 -0.74
C16 -2.56 2.37 1.53
H19 -4.18 -2.87 -0.03
C17 1.62 -1.86 -3.09
C18 4.91 -5.13 2.61
C19 -1.34 -0.01 -3.36
Si3 -0.87 1.69 1.03
H20 3.45 -0.90 3.12
H21 -3.68 2.15 -3.09
H22 -2.66 2.45 2.62
H23 -0.91 -0.67 3.31
H24 0.39 3.62 2.00
H25 4.42 -4.55 4.62
C20 0.36 2.54 2.19
C21 -3.22 0.03 -0.94
Br1 1.26 -3.66 -2.65
H26 2.40 2.40 0.05
H27 4.57 -1.58 0.91
H28 2.99 1.57 -3.84
C22 -2.44 -4.05 -0.46
H29 3.29 0.81 2.67
C23 4.58 -4.98 1.27
H30 -3.50 -0.84 -1.53
H31 5.14 -5.52 0.51
H32 -2.15 0.04 -4.10
H33 2.56 -3.09 3.94
C24 2.56 0.60 -3.66
C25 -2.81 -6.44 -0.57
H34 1.52 3.83 -3.53
H35 2.74 -0.06 -5.70
C26 -1.49 -0.66 2.38
H36 -1.63 -1.69 2.04
H37 1.91 -0.04 3.39
O1 -0.79 0.05 1.37
C27 2.77 -0.14 2.72
C28 -1.96 -5.35 -0.65
H38 -5.70 -4.81 0.09
H39 -0.90 -5.50 -0.85
H40 1.97 -2.38 -5.13
H41 0.94 -2.46 2.21
C29 4.18 -4.44 3.57
H42 3.28 -4.05 -0.16
H43 1.37 2.15 2.08
H44 -2.43 -7.44 -0.72
H45 2.29 0.91 -1.56
C30 2.80 -3.45 1.84
H46 -2.19 3.09 -3.19
H47 2.45 4.16 -0.08
C31 1.99 -1.59 -4.39
H48 -2.47 -0.21 2.58
As1 2.18 -0.70 0.93
H49 -0.23 4.10 -3.57
C32 -1.57 -2.92 -0.55

The multiplicity is 5. The HOMO energy (alpha / beta) is -7.5 / -7.9 eV. The value obtained for the energy above the lowest of the compared OMol25 structures with the same formula, charge and spin is 14.7 kcal/mol. For the HOMO-LUMO gap (alpha / beta), the calculation gives 7.4 / 7.7 eV. The charge is 0.

Atomic partial charges in e from the Mulliken method, atoms 1 to 6: 0.09 -1.19 -0.14 -1.38 -1.68 -0.02

---

Number 1: F_max 11.01 eV/A. Number 2: F_max 0.48 eV/A. Number 3: F_max 2.36 eV/A. Number 4: F_max 4.19 eV/A. Number 5: F_max 0.40 eV/A. Number 6: F_max 4.81 eV/A. Number 7: F_max 1.12 eV/A. Number 8: F_max 1.07 eV/A. Number 9: F_max 2.22 eV/A.